Record 1
C33H80N8O5 | ωB97M-V/def2-TZVPD

The value obtained for the energy above the lowest of the compared OMol25 structures with the same formula, charge and spin is 23.6 kcal per mole. The structure (SMILES) is CCN(CC)CC.CCN(CC)CC.CCN(CC)CC.CNC(C)=O.CNC(C)=O.CNC(C)=O.CNC(C)=O.CNC(C)=O. The lowest unoccupied orbital energy is 0.023 Eh. Its HOMO energy is -0.3054 hartree. As for the HOMO-LUMO gap: 0.329 hartree.

```
! RIJCOSX wB97M-V def2-TZVPD def2/J DEFGRID3
* xyz 0 1
C 3.0315 2.0757 -1.8324
C 2.7106 3.5002 -1.5113
N 1.3051 3.7897 -1.6875
C 0.8483 3.6366 -3.0798
C 1.6978 4.4227 -4.1060
C 0.9566 5.1166 -1.1928
C 0.9731 5.2047 0.3634
H 2.4917 1.4153 -1.1536
H 4.0949 1.8634 -1.7223
H 2.8017 1.7976 -2.8609
H 2.9110 3.5487 -0.4410
H 3.4238 4.1759 -1.9834
H 0.7774 2.6008 -3.4116
H -0.1988 3.9369 -3.1187
H 2.0088 5.3775 -3.6820
H 2.6361 3.9207 -4.3423
H 1.2684 4.5758 -5.0961
H -0.0895 5.3297 -1.4127
H 1.5149 5.9639 -1.5908
H 0.6450 4.2454 0.7636
H 0.3693 6.0043 0.7926
H 1.9888 5.2762 0.7525
C -5.5276 1.4114 -0.5858
C -5.2312 2.3593 0.5614
N -3.7950 2.6338 0.7660
C -3.1103 3.2589 -0.3793
C -3.7091 4.5932 -0.8160
C -3.6612 3.3971 2.0589
C -2.2390 3.7719 2.4646
H -6.5778 1.1390 -0.4804
H -4.8304 0.5763 -0.5177
H -5.4622 2.0108 -1.4939
H -5.7716 3.2977 0.4366
H -5.7489 1.9521 1.4298
H -2.0678 3.4297 -0.1108
H -3.0063 2.5679 -1.2159
H -4.6156 4.3358 -1.3638
H -3.8428 5.2969 0.0056
H -3.0771 5.0943 -1.5493
H -4.0045 2.7235 2.8440
H -4.2902 4.2866 2.0254
H -1.7881 4.3003 1.6246
H -1.7292 2.8252 2.6441
H -2.1783 4.4149 3.3426
C -0.2185 -4.0652 -4.5108
C -1.3445 -3.0299 -4.9357
N -2.0154 -2.4317 -3.7338
C -1.0815 -1.7591 -2.7518
C -0.0421 -0.7964 -3.4146
C -2.7592 -3.5285 -3.1066
C -3.7415 -3.0052 -2.0667
H -0.7197 -4.9643 -4.1525
H 0.3725 -3.6060 -3.7184
H 0.4137 -4.3391 -5.3555
H -0.8952 -2.2247 -5.5171
H -2.1122 -3.4679 -5.5735
H -1.6734 -1.1013 -2.1152
H -0.5315 -2.4891 -2.1580
H 0.6744 -1.3156 -4.0510
H -0.5985 -0.1498 -4.0931
H 0.5168 -0.2781 -2.6354
H -2.1876 -4.3172 -2.6174
H -3.3152 -4.1645 -3.7953
H -3.2250 -2.6774 -1.1646
H -4.4769 -3.7214 -1.7000
H -4.2816 -2.0887 -2.3045
C -0.0204 1.3216 -0.0510
N -1.2002 0.8200 0.6734
C -1.1901 -0.3288 1.3391
C -2.3052 -0.4950 2.2760
O -0.3424 -1.1907 1.2405
H 0.5772 1.9257 0.6317
H -0.3760 1.9231 -0.8876
H 0.5516 0.4761 -0.4331
H -2.0103 1.4175 0.7560
H -1.9131 -0.8302 3.2362
H -3.0522 -1.1337 1.8049
H -2.8358 0.4204 2.5382
C 2.7410 -1.7741 0.5505
N 4.0363 -1.5101 -0.0173
C 4.8790 -0.4814 0.2313
C 6.2266 -0.6399 -0.3105
O 4.5369 0.5405 0.8777
H 2.0163 -1.8096 -0.2629
H 2.4143 -1.1100 1.3507
H 2.6566 -2.7562 1.0158
H 4.3377 -2.0819 -0.7934
H 6.9536 -0.1624 0.3464
H 6.2326 -0.2536 -1.3297
H 6.5611 -1.6759 -0.2572
C 1.0928 -5.7100 5.9170
N 1.4374 -4.4219 5.3951
C 0.6193 -3.7153 4.5962
C 1.0060 -2.3021 4.2453
O -0.4687 -4.1044 4.2629
H 0.0192 -5.8982 5.9208
H 1.3525 -5.9095 6.9566
H 1.7242 -6.4904 5.4921
H 2.2630 -3.9426 5.7248
H 1.0166 -2.1708 3.1633
H 1.9415 -1.9999 4.7161
H 0.2667 -1.6095 4.6474
C 2.0611 0.8541 3.4352
N 3.0181 1.7983 2.9181
C 3.0016 3.0835 3.2028
C 4.0658 3.9314 2.4546
O 2.2290 3.6254 4.0026
H 1.6229 0.1248 2.7540
H 1.2666 1.3441 3.9982
H 2.5320 0.2275 4.1927
H 3.5809 1.4200 2.1696
H 5.0263 3.9154 2.9697
H 3.7403 4.9544 2.2659
H 4.2335 3.5165 1.4606
C -0.7414 -6.9050 -2.0483
N -0.9022 -6.2583 -0.7527
C -0.0891 -5.3121 -0.2613
C -0.4939 -4.6125 1.0083
O 0.9913 -4.9959 -0.7620
H 0.1976 -6.5971 -2.5082
H -1.5742 -6.6041 -2.6840
H -0.8125 -7.9813 -1.8917
H -1.6448 -6.6463 -0.1887
H 0.1547 -3.7584 1.2029
H -0.3849 -5.2313 1.8990
H -1.4844 -4.1636 0.9336
*
```


Record 2
C30H42Br2CaN2P2 | ωB97M-V/def2-TZVPD

The value obtained for the energy above the lowest of the compared OMol25 structures with the same formula, charge and spin is 0.0 kcal per mole. The lowest unoccupied orbital energy is -0.249 Eh. Its HOMO energy is -0.4457 hartree. As for the HOMO-LUMO gap: 0.197 hartree.

```
! RIJCOSX wB97M-V def2-TZVPD def2/J DEFGRID3
* xyz 2 1
C -3.0762 -5.9035 -2.7071
C -2.0652 -4.9699 -2.9842
C -1.8531 -4.6355 -4.3471
C -2.6284 -5.2713 -5.3309
N -3.5796 -6.1516 -5.0245
C -3.8023 -6.4805 -3.7564
C -1.3668 -4.3369 -1.8756
C -0.9310 -3.4443 -1.1326
C -0.9790 -2.0991 -0.5999
C -1.8230 -1.8251 0.4950
C -1.8118 -0.5851 1.1143
C -0.9516 0.3889 0.5930
C 0.0186 0.0687 -0.3612
C 0.0544 -1.1998 -0.9168
Ca 0.5515 -2.7011 1.2493
P -1.1397 2.1262 0.9152
H -1.1239 -3.8881 -4.6441
H -3.3224 -6.1497 -1.6836
H -2.4656 -5.0613 -6.3928
H -4.5704 -7.2238 -3.5375
H 0.8525 -1.5593 -1.5731
H -2.5400 -2.5758 0.7925
H 0.7232 0.8261 -0.7072
H -2.5130 -0.3439 1.9133
C 0.2326 2.6208 1.9294
C 0.3944 4.1607 1.9073
H 1.1318 2.0283 1.6582
H 0.0395 2.2869 2.9675
H 0.7689 4.4997 2.8858
H 1.0919 4.5186 1.1355
H -0.5469 4.7115 1.7204
C -1.2627 2.9416 -0.6616
C -2.4531 2.5508 -1.5534
H -0.3344 2.6993 -1.1870
H -1.2340 4.0044 -0.3966
H -2.1901 2.8508 -2.5785
H -2.6663 1.4652 -1.5839
H -3.3755 3.0961 -1.2864
C -2.6663 2.1985 1.8541
C -3.0438 3.6098 2.2878
H -2.4831 1.5727 2.7481
H -3.4551 1.7121 1.2479
H -3.9686 3.5423 2.8736
H -2.2559 4.0232 2.9286
H -3.2151 4.2803 1.4331
Br 2.2335 -0.7133 2.0106
P 4.0471 1.3693 -1.8198
C 2.6799 2.5799 -1.5012
C 3.1025 4.0078 -1.8522
H 2.3900 2.5216 -0.4419
H 1.8251 2.2756 -2.1223
H 2.2217 4.6530 -1.9488
H 3.7346 4.4613 -1.0807
H 3.6593 4.0410 -2.7964
C 4.5123 0.8741 -0.0940
C 6.0127 0.6183 0.0505
H 3.9566 -0.0425 0.1614
H 4.1969 1.6846 0.5848
H 6.2739 0.5587 1.1118
H 6.3045 -0.3280 -0.4161
H 6.6073 1.4197 -0.3994
C 3.1527 -0.0765 -2.5140
C 3.2611 -0.1123 -4.0394
H 2.1035 -0.0414 -2.2064
H 3.6119 -0.9734 -2.0774
H 2.9544 -1.0865 -4.4247
H 2.6247 0.6288 -4.5290
H 4.2869 0.0651 -4.3707
Br -0.7885 0.5879 6.8661
C -0.9854 -0.8931 5.6417
C -1.8746 -1.9230 5.9681
C -2.0543 -2.9643 5.0567
C -1.3187 -2.9716 3.8641
N -0.3877 -2.0337 3.5855
C -0.2534 -0.9688 4.4438
H -2.4277 -1.8821 6.9052
H -2.7646 -3.7694 5.2495
H -1.5116 -3.7654 3.1239
H 0.4479 -0.1792 4.1830
*
```


Record 3
C5H6BrClN2 | ωB97M-V/def2-TZVPD

The value obtained for the energy above the lowest of the compared OMol25 structures with the same formula, charge and spin is 1.3 kcal per mole. The structure (SMILES) is ClC[C@@H](Br)n1cccn1. The lowest unoccupied orbital energy is 0.022 Eh. Its HOMO energy is -0.3462 hartree. As for the HOMO-LUMO gap: 0.368 hartree.

```
! RIJCOSX wB97M-V def2-TZVPD def2/J DEFGRID3
* xyz 0 1
Cl 0.1437 -2.9314 -0.0022
C -1.2102 -1.8394 0.4228
C -1.0699 -0.6292 -0.4612
Br -2.5818 0.5641 -0.0341
N 0.0996 0.0809 -0.1980
C 0.5188 1.2253 -0.9834
C 1.4438 1.8354 -0.1953
C 1.4874 1.0414 1.0121
N 0.7552 -0.0117 0.8838
H -2.1365 -2.3490 0.4728
H -0.9174 -1.3700 1.3924
H -1.2025 -0.7999 -1.6198
H 0.4359 1.4681 -2.0329
H 2.0158 2.7017 -0.4463
H 2.2179 1.0137 1.7892
*
```


Question: The highest lowest unoccupied orbital energy belongs to which entry?
Answer: C33H80N8O5


Question: The highest HOMO-LUMO gap belongs to which entry?
Answer: C5H6BrClN2


Question: What is the formula in the second record?
Answer: C30H42Br2CaN2P2


What did the second record say?
C30H42Br2CaN2P2 | ωB97M-V/def2-TZVPD

The value obtained for the energy above the lowest of the compared OMol25 structures with the same formula, charge and spin is 0.0 kcal per mole. The lowest unoccupied orbital energy is -0.249 Eh. Its HOMO energy is -0.4457 hartree. As for the HOMO-LUMO gap: 0.197 hartree.

```
! RIJCOSX wB97M-V def2-TZVPD def2/J DEFGRID3
* xyz 2 1
C -3.0762 -5.9035 -2.7071
C -2.0652 -4.9699 -2.9842
C -1.8531 -4.6355 -4.3471
C -2.6284 -5.2713 -5.3309
N -3.5796 -6.1516 -5.0245
C -3.8023 -6.4805 -3.7564
C -1.3668 -4.3369 -1.8756
C -0.9310 -3.4443 -1.1326
C -0.9790 -2.0991 -0.5999
C -1.8230 -1.8251 0.4950
C -1.8118 -0.5851 1.1143
C -0.9516 0.3889 0.5930
C 0.0186 0.0687 -0.3612
C 0.0544 -1.1998 -0.9168
Ca 0.5515 -2.7011 1.2493
P -1.1397 2.1262 0.9152
H -1.1239 -3.8881 -4.6441
H -3.3224 -6.1497 -1.6836
H -2.4656 -5.0613 -6.3928
H -4.5704 -7.2238 -3.5375
H 0.8525 -1.5593 -1.5731
H -2.5400 -2.5758 0.7925
H 0.7232 0.8261 -0.7072
H -2.5130 -0.3439 1.9133
C 0.2326 2.6208 1.9294
C 0.3944 4.1607 1.9073
H 1.1318 2.0283 1.6582
H 0.0395 2.2869 2.9675
H 0.7689 4.4997 2.8858
H 1.0919 4.5186 1.1355
H -0.5469 4.7115 1.7204
C -1.2627 2.9416 -0.6616
C -2.4531 2.5508 -1.5534
H -0.3344 2.6993 -1.1870
H -1.2340 4.0044 -0.3966
H -2.1901 2.8508 -2.5785
H -2.6663 1.4652 -1.5839
H -3.3755 3.0961 -1.2864
C -2.6663 2.1985 1.8541
C -3.0438 3.6098 2.2878
H -2.4831 1.5727 2.7481
H -3.4551 1.7121 1.2479
H -3.9686 3.5423 2.8736
H -2.2559 4.0232 2.9286
H -3.2151 4.2803 1.4331
Br 2.2335 -0.7133 2.0106
P 4.0471 1.3693 -1.8198
C 2.6799 2.5799 -1.5012
C 3.1025 4.0078 -1.8522
H 2.3900 2.5216 -0.4419
H 1.8251 2.2756 -2.1223
H 2.2217 4.6530 -1.9488
H 3.7346 4.4613 -1.0807
H 3.6593 4.0410 -2.7964
C 4.5123 0.8741 -0.0940
C 6.0127 0.6183 0.0505
H 3.9566 -0.0425 0.1614
H 4.1969 1.6846 0.5848
H 6.2739 0.5587 1.1118
H 6.3045 -0.3280 -0.4161
H 6.6073 1.4197 -0.3994
C 3.1527 -0.0765 -2.5140
C 3.2611 -0.1123 -4.0394
H 2.1035 -0.0414 -2.2064
H 3.6119 -0.9734 -2.0774
H 2.9544 -1.0865 -4.4247
H 2.6247 0.6288 -4.5290
H 4.2869 0.0651 -4.3707
Br -0.7885 0.5879 6.8661
C -0.9854 -0.8931 5.6417
C -1.8746 -1.9230 5.9681
C -2.0543 -2.9643 5.0567
C -1.3187 -2.9716 3.8641
N -0.3877 -2.0337 3.5855
C -0.2534 -0.9688 4.4438
H -2.4277 -1.8821 6.9052
H -2.7646 -3.7694 5.2495
H -1.5116 -3.7654 3.1239
H 0.4479 -0.1792 4.1830
*
```